Formula: C2H2N4O4
Source: OMol25
Level of theory: ωB97M-V with the def2-TZVPD basis set

multiplicity: 3
charge: 0
gap between HOMO and LUMO (alpha / beta): 0.29120 / 0.20579 hartree
lowest unoccupied orbital energy (alpha / beta): -1.05 / -4.07 eV
HOMO (alpha / beta): -8.98 / -9.67 eV
expectation value of S²: 2.025
E_tot: -16242.770 eV
energy relative to the best compared isomer or geometry (same formula, charge and spin): 155.23 kJ/mol

CARTESIAN COORDINATES (ANGSTROEM)
1 C 0.87 -1.28 -0.74
2 C -0.15 -0.64 -0.07
3 N 0.23 -2.07 -1.56
4 N -1.35 -0.92 -0.46
5 N -0.11 1.05 1.50
6 N 0.79 1.83 0.94
7 O -2.46 -0.64 -0.20
8 O 1.65 1.26 0.30
9 O 0.81 3.01 1.12
10 O -1.11 -1.91 -1.46
11 H 1.86 -0.94 -0.68
12 H -1.01 1.25 1.30


Formula: C3H5N4
Source: OMol25
Level of theory: ωB97M-V with the def2-TZVPD basis set

SMILES: C[N+]1=NC#CNN1
charge: +1
gap between HOMO and LUMO (alpha / beta): 0.29878 / 0.29923 hartree
lowest unoccupied orbital energy (alpha / beta): -6.38 / -6.38 eV
HOMO (alpha / beta): -14.51 / -14.53 eV
E_tot: -9136.534 eV
energy relative to the best compared isomer or geometry (same formula, charge and spin): 817.38 kJ/mol

CARTESIAN COORDINATES (ANGSTROEM)
1 C -2.18 -0.93 -0.21
2 C -2.19 0.34 0.04
3 C 1.59 -0.66 0.09
4 N -0.82 -1.34 0.17
5 N -1.32 1.25 0.28
6 N -0.11 0.88 -0.25
7 N 0.10 -0.52 0.02
8 H 2.18 -0.35 -0.91
9 H 1.87 -1.76 0.06
10 H 2.11 -0.13 0.82
11 H -1.40 1.93 1.10
12 H 0.18 1.30 -1.19


Formula: C57H133N7O10
Source: OMol25
Level of theory: ωB97M-V with the def2-TZVPD basis set

SMILES: CC1(C)CCCC(C)(C)N1O.CC1(C)CCCC(C)(C)N1O.CC1(C)CCCC(C)(C)N1O.CC1(C)CCCC(C)(C)N1O.COC[C@H](C)N.COC[C@H](C)N.COC[C@H](C)N.CC(C)O.CC(C)O.CC(C)O
charge: 0
gap between HOMO and LUMO: 0.32397 hartree
lowest unoccupied orbital energy: 0.48 eV
HOMO: -8.34 eV
E_tot: -92164.182 eV
energy relative to the best compared isomer or geometry (same formula, charge and spin): 174.52 kJ/mol

CARTESIAN COORDINATES (ANGSTROEM)
1 C 6.51 -6.28 19.10
2 C 6.54 -6.92 20.48
3 C 8.03 -7.16 20.81
4 O 8.54 -8.08 19.91
5 C 9.92 -8.16 19.91
6 N 5.85 -6.13 21.48
7 H 5.47 -6.22 18.70
8 H 7.21 -6.85 18.50
9 H 6.91 -5.29 19.24
10 H 6.01 -7.90 20.50
11 H 8.21 -7.60 21.81
12 H 8.51 -6.15 20.74
13 H 10.33 -7.41 19.20
14 H 10.28 -9.23 19.64
15 H 10.40 -7.99 20.91
16 H 5.77 -6.72 22.32
17 H 6.49 -5.40 21.76
18 C 2.24 -6.38 25.53
19 C 3.22 -5.23 25.25
20 C 3.94 -4.85 26.50
21 O 4.71 -3.72 26.17
22 C 5.24 -3.16 27.37
23 N 4.17 -5.61 24.17
24 H 2.63 -7.27 25.98
25 H 1.78 -6.66 24.64
26 H 1.36 -6.07 26.15
27 H 2.58 -4.37 24.91
28 H 4.56 -5.69 26.87
29 H 3.23 -4.53 27.29
30 H 4.52 -3.19 28.20
31 H 5.41 -2.11 27.14
32 H 6.15 -3.64 27.68
33 H 3.64 -5.74 23.29
34 H 4.88 -4.87 24.13
35 C 1.42 -8.42 22.07
36 C 1.78 -9.77 22.63
37 C 2.48 -10.53 21.55
38 O 2.59 -11.87 22.07
39 C 3.10 -12.76 21.09
40 N 2.52 -9.83 23.92
41 H 2.28 -8.03 21.48
42 H 1.08 -7.78 22.87
43 H 0.57 -8.55 21.36
44 H 0.85 -10.33 22.78
45 H 3.50 -10.18 21.22
46 H 1.86 -10.60 20.62
47 H 2.44 -12.83 20.23
48 H 3.31 -13.73 21.57
49 H 4.13 -12.47 20.69
50 H 2.93 -10.79 23.96
51 H 3.35 -9.24 23.81
52 C -3.37 -7.75 27.72
53 C -2.36 -7.85 26.65
54 C -2.53 -6.75 25.63
55 O -1.11 -7.72 27.30
56 H -4.35 -8.14 27.46
57 H -3.55 -6.74 28.04
58 H -3.12 -8.36 28.62
59 H -2.51 -8.88 26.29
60 H -3.43 -6.81 25.03
61 H -1.68 -6.77 24.92
62 H -2.50 -5.77 26.15
63 H -0.58 -8.44 27.05
64 C 6.88 -8.28 25.32
65 C 6.37 -8.74 24.03
66 C 6.48 -10.23 23.88
67 O 5.00 -8.43 23.93
68 H 6.76 -7.19 25.30
69 H 7.87 -8.61 25.58
70 H 6.26 -8.70 26.10
71 H 6.97 -8.23 23.17
72 H 6.11 -10.51 22.83
73 H 5.69 -10.72 24.49
74 H 7.38 -10.72 24.14
75 H 4.78 -7.51 24.26
76 C 0.23 -11.04 28.63
77 C 1.27 -10.37 27.79
78 C 2.37 -11.42 27.39
79 O 0.62 -9.81 26.63
80 H 0.80 -11.61 29.41
81 H -0.43 -11.81 28.11
82 H -0.45 -10.27 29.14
83 H 1.78 -9.63 28.40
84 H 2.98 -11.81 28.24
85 H 3.04 -10.87 26.71
86 H 2.01 -12.28 26.79
87 H 1.25 -9.89 25.89
88 C 4.63 -2.58 20.86
89 C 3.21 -2.72 20.31
90 C 3.10 -1.74 19.10
91 C 1.89 -2.01 18.24
92 C 1.78 -3.45 17.76
93 C 1.90 -4.41 19.02
94 N 3.13 -4.08 19.76
95 O 3.18 -5.00 20.88
96 C 0.57 -4.51 19.86
97 C 2.17 -5.89 18.54
98 C 2.23 -2.44 21.42
99 H 5.29 -2.90 20.05
100 H 4.82 -3.15 21.76
101 H 4.73 -1.54 21.16
102 H 3.11 -0.80 19.60
103 H 3.96 -1.93 18.44
104 H 1.97 -1.35 17.38
105 H 1.02 -1.74 18.80
106 H 2.62 -3.61 17.03
107 H 0.87 -3.70 17.21
108 H 0.23 -3.51 20.13
109 H -0.19 -4.83 19.17
110 H 0.65 -5.22 20.64
111 H 1.40 -6.25 17.85
112 H 3.12 -5.96 17.98
113 H 2.24 -6.59 19.35
114 H 1.29 -1.88 21.21
115 H 2.73 -1.79 22.13
116 H 1.90 -3.34 22.01
117 H 4.11 -5.32 20.92
118 C 0.71 -5.90 29.53
119 C 0.68 -6.45 30.96
120 C 1.42 -7.75 31.26
121 C 2.93 -7.64 30.85
122 C 3.53 -6.57 31.75
123 C 2.80 -5.26 31.73
124 N 1.31 -5.48 31.87
125 O 0.68 -4.18 31.80
126 C 3.28 -4.62 33.01
127 C 3.10 -4.36 30.57
128 C -0.77 -6.59 31.34
129 H -0.01 -6.41 28.96
130 H 1.61 -6.11 28.94
131 H 0.48 -4.83 29.58
132 H 1.33 -8.04 32.36
133 H 0.90 -8.55 30.65
134 H 3.08 -7.39 29.75
135 H 3.51 -8.57 30.99
136 H 4.56 -6.37 31.41
137 H 3.60 -7.09 32.70
138 H 2.65 -3.78 33.36
139 H 3.36 -5.44 33.73
140 H 4.31 -4.20 32.91
141 H 4.16 -3.97 30.45
142 H 2.93 -4.83 29.59
143 H 2.56 -3.43 30.60
144 H -0.94 -7.09 32.33
145 H -1.26 -7.10 30.45
146 H -1.27 -5.63 31.36
147 H -0.02 -4.28 32.51
148 C 10.36 -3.81 24.97
149 C 9.35 -4.39 23.95
150 C 7.92 -4.05 24.32
151 C 7.39 -2.67 23.86
152 C 7.78 -2.43 22.37
153 C 9.27 -2.72 22.03
154 N 9.55 -4.11 22.52
155 O 10.94 -4.40 22.31
156 C 9.36 -2.72 20.55
157 C 10.18 -1.62 22.61
158 C 9.45 -5.95 24.09
159 H 10.34 -2.76 24.88
160 H 11.37 -4.21 24.93
161 H 10.06 -4.03 26.03
162 H 7.21 -4.80 23.93
163 H 7.71 -4.18 25.39
164 H 7.88 -1.88 24.55
165 H 6.31 -2.60 23.96
166 H 7.42 -1.52 21.98
167 H 7.28 -3.13 21.70
168 H 8.68 -3.39 20.03
169 H 9.20 -1.68 20.22
170 H 10.37 -2.90 20.27
171 H 10.28 -0.86 21.90
172 H 9.83 -1.24 23.59
173 H 11.22 -2.00 22.68
174 H 9.29 -6.23 25.14
175 H 10.47 -6.28 23.84
176 H 8.77 -6.53 23.53
177 H 11.02 -4.91 21.48
178 C -2.36 -1.04 27.94
179 C -0.91 -1.26 28.43
180 C -0.23 -2.25 27.46
181 C 1.22 -2.39 27.87
182 C 1.88 -1.03 27.64
183 C 1.24 0.09 28.49
184 N -0.25 0.09 28.41
185 O -0.83 0.90 29.41
186 C 1.80 0.02 29.89
187 C 1.68 1.48 27.88
188 C -0.96 -1.88 29.83
189 H -2.32 -0.45 27.00
190 H -2.90 -0.51 28.74
191 H -2.92 -2.03 27.81
192 H -0.84 -3.17 27.48
193 H -0.22 -1.95 26.41
194 H 1.70 -3.21 27.34
195 H 1.24 -2.70 28.93
196 H 1.68 -0.68 26.62
197 H 2.95 -1.06 27.87
198 H 1.78 -1.00 30.20
199 H 2.83 0.33 30.01
200 H 1.08 0.54 30.60
201 H 1.54 1.33 26.76
202 H 1.03 2.26 28.30
203 H 2.74 1.77 27.92
204 H -1.09 -2.94 29.65
205 H -1.70 -1.54 30.52
206 H 0.03 -1.75 30.32
207 H -1.39 1.56 28.93


Formula: C12H11BiNO4
Source: OMol25
Level of theory: ωB97M-V with the def2-TZVPD basis set

charge: +3
gap between HOMO and LUMO (alpha / beta): 0.18893 / 0.18499 hartree
lowest unoccupied orbital energy (alpha / beta): -13.48 / -13.38 eV
HOMO (alpha / beta): -18.62 / -18.41 eV
E_tot: -28106.097 eV

CARTESIAN COORDINATES (ANGSTROEM)
1 Bi -0.62 0.44 -3.53
2 O -2.70 -0.70 -0.43
3 C -2.25 -0.36 -1.42
4 C 1.58 0.80 -2.09
5 O 2.41 0.93 -1.34
6 C -0.82 1.97 -1.33
7 O -0.99 2.86 -0.65
8 C 0.13 -1.56 -1.95
9 O 0.59 -2.57 -1.65
10 C -1.68 0.48 -5.57
11 H -1.98 -0.55 -5.84
12 H -2.49 1.22 -5.52
13 C -0.33 0.91 -5.80
14 H -0.12 1.98 -5.93
15 H 0.39 0.21 -6.26
16 N 0.34 -0.13 1.27
17 C 0.50 -0.32 2.61
18 C 0.37 0.78 3.50
19 C 0.60 0.60 4.88
20 C 0.94 -0.66 5.40
21 C 1.04 -1.75 4.52
22 C 0.81 -1.60 3.14
23 H -0.09 0.69 0.90
24 H 0.48 -0.91 0.60
25 H 0.11 1.76 3.07
26 H 0.51 1.47 5.55
27 H 1.13 -0.78 6.49
28 H 1.29 -2.74 4.92
29 H 0.87 -2.46 2.45


Formula: C5H6O2
Source: OMol25
Level of theory: ωB97M-V with the def2-TZVPD basis set

SMILES: O=C1CO[C@H]2C[C@@H]12
charge: 0
gap between HOMO and LUMO: 0.34036 hartree
lowest unoccupied orbital energy: 0.66 eV
HOMO: -8.60 eV
E_tot: -9373.403 eV
energy relative to the best compared isomer or geometry (same formula, charge and spin): 356.26 kJ/mol

CARTESIAN COORDINATES (ANGSTROEM)
1 O 1.07 1.63 1.25
2 C 0.71 0.83 0.43
3 C 1.63 -0.18 -0.28
4 O 0.78 -0.96 -1.11
5 C -0.50 -0.62 -0.85
6 C -1.31 -0.45 0.81
7 C -0.72 0.60 -0.10
8 H 2.17 -0.84 0.40
9 H 2.35 0.36 -0.91
10 H -1.16 -0.98 -1.64
11 H -1.42 0.02 1.81
12 H -2.28 -0.86 0.57
13 H -1.33 1.45 -0.37


Formula: C20H30N3O5PTc
Source: OMol25
Level of theory: ωB97M-V with the def2-TZVPD basis set

multiplicity: 4
charge: +4
gap between HOMO and LUMO (alpha / beta): 0.20681 / 0.16659 hartree
lowest unoccupied orbital energy (alpha / beta): -16.23 / -17.29 eV
HOMO (alpha / beta): -21.86 / -21.83 eV
expectation value of S²: 3.792
E_tot: -47373.097 eV
energy relative to the best compared isomer or geometry (same formula, charge and spin): 62.10 kJ/mol

CARTESIAN COORDINATES (ANGSTROEM)
1 N -0.09 3.37 -0.80
2 C 0.16 4.19 -1.59
3 C 0.39 5.26 -2.52
4 H 1.45 5.54 -2.55
5 H -0.18 6.14 -2.22
6 H 0.08 4.98 -3.53
7 N -2.10 -1.14 -1.38
8 C -2.87 -1.47 -2.18
9 C -3.84 -1.91 -3.16
10 H -4.87 -1.62 -2.87
11 H -3.81 -3.01 -3.27
12 H -3.62 -1.47 -4.15
13 N 2.44 -1.87 -1.23
14 C 3.18 -2.30 -2.04
15 C 4.13 -2.95 -2.88
16 H 3.64 -3.37 -3.76
17 H 4.63 -3.76 -2.32
18 H 4.90 -2.25 -3.22
19 Tc 0.69 -0.51 -1.70
20 C 0.08 -2.14 -2.46
21 O -0.36 -3.15 -2.86
22 C -0.50 0.79 -2.40
23 O -1.29 1.55 -2.81
24 C -0.69 1.10 2.14
25 C 0.30 0.85 3.09
26 C 0.81 -0.43 3.29
27 C 0.42 -1.46 2.46
28 C -0.59 -1.22 1.53
29 C -1.19 0.03 1.41
30 H -1.05 2.11 1.95
31 H 0.59 1.65 3.77
32 H 1.60 -0.59 4.07
33 H 0.93 -2.43 2.47
34 H -0.88 -2.02 0.82
35 H -1.96 0.21 0.65
36 C 5.14 -0.17 1.74
37 C 3.96 -0.55 0.86
38 O 3.82 0.47 -0.17
39 P 2.55 0.86 -1.12
40 O 2.56 2.45 -0.86
41 C 3.35 3.26 0.10
42 C 2.84 3.18 1.52
43 O 3.11 0.67 -2.64
44 C 3.93 1.55 -3.41
45 C 3.38 2.94 -3.61
46 H 5.93 0.36 1.18
47 H 5.57 -1.08 2.18
48 H 4.80 0.46 2.58
49 H 4.13 -1.52 0.38
50 H 3.05 -0.63 1.48
51 H 4.42 2.97 0.04
52 H 3.27 4.29 -0.27
53 H 3.01 2.19 1.96
54 H 3.42 3.92 2.10
55 H 1.78 3.43 1.57
56 H 4.91 1.56 -2.90
57 H 4.05 1.04 -4.37
58 H 3.51 3.56 -2.72
59 H 3.95 3.42 -4.42
60 H 2.33 2.94 -3.90